# C27H30N2O7

A single C27H30N2O7 molecule (wB97M-V/def2-TZVPD, the OMol25 dataset).

Geometry as ORCA input:
```
! wB97M-V def2-TZVPD RIJCOSX def2/J DEFGRID3
* xyz 0 1
O -2.8458 -1.0324 -1.8042
O 1.2704 -0.6161 4.9715
O 4.9313 3.6351 -1.2602
O -3.8267 1.3064 -0.2720
O -1.3026 -3.1405 -5.1411
O 1.0791 -1.8211 0.0026
O 3.4546 4.4043 -2.7607
N -1.7155 1.2164 0.5910
N -1.0472 0.2019 3.5421
C 0.7423 -1.4005 3.9293
C 0.3962 2.1256 -1.2026
C 3.8109 3.6494 -1.7097
C -1.8457 2.2481 1.5886
C -2.7694 1.8255 2.7385
C -0.7155 -2.4974 -2.9825
C -0.5328 0.9824 4.6555
C -2.7230 0.8092 -0.2091
C -1.6600 -4.1226 -6.0844
C 2.9227 2.0297 -0.0731
C 1.4118 2.8921 -1.7381
C 1.9011 1.2694 0.4606
C -0.3574 -2.7828 -1.6758
C 0.9734 0.7453 4.7694
C -0.8869 -4.8506 -3.4568
C -0.5183 -5.1290 -2.1509
C -2.4602 0.4285 3.2813
C -2.2054 -0.4001 -0.9954
C 2.6849 2.8484 -1.1744
C -0.0566 -1.7041 -0.7247
C 0.6308 1.3120 -0.0989
C -0.4894 0.4648 0.4643
C -0.7674 -1.2046 3.7879
C -0.2390 -4.1119 -1.2614
C -0.9809 -3.5284 -3.8844
C 4.4841 5.2003 -3.3258
C -0.8526 -0.6331 -0.5051
H 2.0887 0.6314 1.3113
H -2.7022 2.5745 3.5283
H -0.7150 2.0416 4.4732
H -0.7929 -1.4801 -3.3262
H -0.4497 -6.1573 -1.8286
H 4.0319 5.7406 -4.1535
H 1.4631 1.1031 3.8502
H -1.1330 -1.7954 2.9443
H -0.8445 2.4707 1.9605
H -2.2612 3.1454 1.1188
H -3.7969 1.8127 2.3731
H -1.2654 -1.5591 4.7076
H 1.2324 -1.1415 2.9775
H -0.1931 0.0704 1.4432
H 0.0247 -4.3437 -0.2387
H -2.7674 -0.3082 2.5335
H 4.8777 5.8962 -2.5818
H 1.2289 3.5241 -2.5926
H 0.9729 -2.4373 4.1803
H -2.5287 -4.6995 -5.7530
H -1.0196 0.6963 5.6048
H 3.9157 2.0079 0.3499
H -0.8272 -4.8023 -6.2938
H -0.5917 2.1564 -1.6393
H -3.0695 0.2573 4.1861
H -1.0977 -5.6683 -4.1272
H -1.9155 -3.5783 -6.9919
H 1.3847 1.2778 5.6284
H 1.5537 -2.6234 -0.2556
H 5.3016 4.5686 -3.6800
*
```

The energy above the lowest of the compared OMol25 structures with the same formula, charge and spin comes out at 1.321 eV. The value obtained for the highest occupied orbital energy is -8.80 eV. As for the structure (SMILES): COC(=O)c1ccc([C@@H]2/C(=C(\O)c3cccc(OC)c3)C(=O)C(=O)N2CCCN2CCOCC2)cc1. The calculation puts the LUMO energy at -0.27 eV. The frontier orbital gap is 8.52 eV.